The following is a DFT calculation (ωB97M-V/def2-TZVPD) of an isolated molecule of C6H5N in a non-equilibrium geometry.

Structure (XYZ):
```
12
Properties=species:S:1:pos:R:3
N -3.538 -2.115 -3.224
C -0.401 0.342 -0.256
C 0.180 0.215 1.083
C -2.383 -1.919 -3.134
C -0.175 -0.702 -2.632
C -1.197 -1.358 -3.292
C -0.092 -0.355 -1.289
H 0.778 -0.693 -3.144
H 1.037 0.991 1.300
H -0.469 0.627 1.894
H -0.946 1.241 -0.570
H 0.505 -0.901 1.202
```

Computed properties:
Relative energy (zero: lowest compared OMol25 entry of this formula, charge and spin) (kcal/mol): 115.8